(1)
Density functional theory data (the ωB97M-V functional and the def2-TZVPD basis) for an isolated ion of composition C4H7O2S and charge -1 in a non-equilibrium geometry.

Structure (XYZ):
```
14
Properties=species:S:1:pos:R:3:lowdin_charge:R:1
C -0.29557 -0.15100 -0.01060 -0.29
S -1.67748 -1.65574 -1.95750 0.62
H -0.61498 0.85725 -0.27104 0.10
H 1.81823 0.30429 -0.05852 0.10
H 0.43679 -1.86221 -0.96978 0.04
H -2.44108 -0.60298 -1.61797 -0.16
C 1.01077 1.31469 1.54352 -0.76
H 0.39865 -0.48739 -2.07610 0.06
H -0.93472 -0.53793 0.78462 0.11
C 1.07424 -0.01954 0.67220 -0.15
H 1.46620 -0.75998 1.35898 0.09
C -0.10720 -0.99768 -1.26336 -0.57
O 1.50372 1.18969 2.68961 -0.11
O 0.58077 2.35008 1.00394 -0.09
```

Output
E_tot   -705.33376 hartree
Charge   -1
HOMO level   -3.92 eV
HOMO-LUMO gap   6.95 eV
Relative energy (zero: lowest compared OMol25 entry of this formula, charge and spin)   17.50 kJ/mol
Structure (SMILES)   O=C([O-])CCCS

***

(2)
Density functional theory data (the ωB97M-V functional and the def2-TZVPD basis) for C4H7O2Si as an isolated structure in a non-equilibrium geometry.

Structure (XYZ):
```
14
Properties=species:S:1:pos:R:3:lowdin_charge:R:1
H 0.67068 1.76959 0.19385 0.03
H -0.01794 2.05141 -2.22360 -0.09
C -0.03252 -0.03351 2.18612 0.02
C 0.70729 0.81052 -0.22359 -0.31
O -0.53489 -1.38177 -0.92289 -0.18
Si -0.47039 0.38397 -1.59398 0.35
O 0.18683 -2.57348 0.83644 0.03
H -0.43593 -0.93825 2.70036 0.07
H -1.97859 0.37066 -1.23689 -0.03
H 0.07879 0.72267 2.89698 0.02
H -0.07944 -0.19191 -2.93542 -0.07
H 1.65983 0.73019 -0.82377 0.08
C -0.04650 -1.54446 0.23897 -0.65
C 0.29279 -0.17563 0.90741 -0.26
```

Output
E_tot   -596.59506 hartree
Charge   -1
HOMO level   -4.11 eV
HOMO-LUMO gap   8.12 eV
Relative energy (zero: lowest compared OMol25 entry of this formula, charge and spin)   45.43 kJ/mol

***

(3)
Density functional theory data (the ωB97M-V functional and the def2-TZVPD basis) for an isolated ion of composition C4H7O3 and charge -1 in a non-equilibrium geometry.

Structure (XYZ):
```
14
Properties=species:S:1:pos:R:3:lowdin_charge:R:1
H 0.65113 1.11105 1.30482 0.10
O -1.53854 0.59670 -0.95623 -0.08
C 1.99347 -1.47938 0.58306 -0.05
C 0.16986 0.32815 0.73167 -0.09
H -0.23056 -0.49539 -1.47329 0.07
H 1.96822 0.35036 -0.47918 0.11
O 0.66267 -0.94543 -1.34891 -0.09
C 1.19600 -0.36822 -0.18898 -0.44
H 3.05066 -1.20034 0.60304 0.06
C -1.19498 0.85766 0.23624 -0.71
O -1.82845 1.51614 1.07679 -0.07
H 1.92726 -2.40597 0.03844 0.06
H 1.61585 -1.62292 1.59570 0.06
H -0.07457 -0.31101 1.57248 0.09
```

Output
E_tot   -382.39992 hartree
Charge   -1
HOMO level   -4.47 eV
HOMO-LUMO gap   8.55 eV
Relative energy (zero: lowest compared OMol25 entry of this formula, charge and spin)   23.07 kJ/mol
Structure (SMILES)   C[C@@H](O)CC(=O)[O-]

***

(4)
Density functional theory data (the ωB97M-V functional and the def2-TZVPD basis) for C4H7OP in the gas phase in a non-equilibrium geometry.

Structure (XYZ):
```
13
Properties=species:S:1:pos:R:3:lowdin_charge:R:1
C 0.80736 1.10471 0.33056 -0.14
C 0.97509 0.12479 -0.78772 -0.23
H -0.72881 1.53732 1.91242 0.10
P -1.03036 -0.63790 0.79703 0.60
H 1.23745 2.10926 0.34067 0.11
H 1.08874 0.62218 -1.68838 0.07
C -0.35823 -0.80029 -0.89203 -0.23
H 1.88499 -0.47554 -0.79414 0.11
C -0.27592 0.87987 1.12712 -0.22
O -2.48505 -0.75985 0.95489 -0.39
H -0.21120 -1.48109 1.59267 0.05
H -0.94610 -0.44939 -1.79381 0.11
H 0.04205 -1.77406 -1.09928 0.06
```

Output
E_tot   -573.18371 hartree
HOMO level   -9.97 eV
HOMO-LUMO gap   10.75 eV
Relative energy (zero: lowest compared OMol25 entry of this formula, charge and spin)   30.28 kJ/mol
Structure (SMILES)   O=[P@@H]1C=CCC1